(1)
This record from the OMol25 dataset describes a structure of composition C4H6AgLiO4 at a distorted geometry. The level of theory is ωB97M-V with the def2-TZVPD basis set.

Structure (XYZ):
```
16
Properties=species:S:1:pos:R:3
C 1.6576 -0.9716 1.0344
Ag 4.1756 -0.4186 -1.4027
O 2.3694 -0.0980 0.5497
H 0.5944 -2.6609 0.2551
H 0.5642 -1.1626 -0.7755
H 2.0853 -1.5605 1.8615
H -1.2256 2.4086 -1.2620
H -2.5244 1.1701 -1.7401
O -1.0209 0.5484 -0.5021
C 0.5184 -1.5681 0.2430
H -2.5692 2.1075 -0.2557
O -1.9176 0.4442 1.4325
C -1.8983 1.6000 -0.9543
C -1.4450 -0.1843 0.5232
O -0.7531 -1.2846 0.7847
Li 1.3892 1.6306 0.2084
```

Its spin multiplicity is 1. As for the total charge: +2. The value obtained for the highest occupied orbital energy is -17.30 eV.

=====

(2)
This record from the OMol25 dataset describes a structure of composition C4H6AlO at a distorted geometry. The level of theory is ωB97M-V with the def2-TZVPD basis set.

Structure (XYZ):
```
12
Properties=species:S:1:pos:R:3
C 0.1674 2.0934 0.0005
C -0.8879 1.8699 0.8263
H 1.4308 -1.5158 0.6823
Al 0.6175 0.9050 -1.2728
H 0.8097 2.9202 0.3481
H -1.7451 1.2701 0.4937
O 0.3205 -0.6168 -1.6080
H -0.9580 2.3113 1.8310
H -0.8454 -2.2913 -1.2666
C 0.6504 -2.1307 0.2231
H 0.5010 -3.1559 0.5625
C -0.0610 -1.6594 -0.8202
```

Its spin multiplicity is 1. As for the total charge: +1. The value obtained for the highest occupied orbital energy is -13.47 eV.

=====

(3)
This record from the OMol25 dataset describes the ion C4H6Br2N3 with charge +1 at a distorted geometry. The level of theory is ωB97M-V with the def2-TZVPD basis set.

Structure (XYZ):
```
15
Properties=species:S:1:pos:R:3
H 0.6005 2.7830 0.0766
Br -1.6244 0.6764 2.0167
H -1.8450 2.1594 -0.0839
H -0.0762 -0.9438 1.3754
Br 2.3379 -1.3373 -1.5961
C 0.7213 -0.5009 -0.4809
N 0.7063 -1.2698 0.7897
C 0.3114 1.7171 0.0110
C -0.7669 -0.7152 -1.1959
C -1.1610 1.3289 0.0430
H 0.4800 -2.2883 0.6443
N 1.1666 0.8295 -0.2535
H -1.0110 -1.3844 -1.9997
N -1.4985 0.1925 -0.7770
H 1.6589 -1.2473 1.4305
```

Its spin multiplicity is 1. As for the total charge: +1. The value obtained for the highest occupied orbital energy is -13.79 eV. The energy above the lowest of the compared OMol25 structures with the same formula, charge and spin comes out at 147.2 kJ/mol. The SMILES is [NH3+][C@@]1(Br)C=N[C@@H](Br)C=N1.

=====

(4)
This record from the OMol25 dataset describes a structure of composition C4H6Br2NO3P at a distorted geometry. The level of theory is ωB97M-V with the def2-TZVPD basis set.

Structure (XYZ):
```
17
Properties=species:S:1:pos:R:3
C 1.4323 0.8084 -1.4578
C 2.4602 -1.3997 -1.7315
O 0.7639 0.6746 -0.2940
C -0.2867 0.1234 2.3964
O -0.1657 -1.6995 -1.0800
H -2.1904 1.1493 0.1672
H 0.4077 1.0103 2.2625
H 0.0566 -0.3554 3.2481
H -2.7498 -0.4866 0.2470
H -1.3196 0.5538 2.4593
P -0.3849 -0.5146 -0.1845
Br 0.4010 0.9636 -3.0206
Br 2.8090 1.9650 -1.2515
N 3.2076 -2.2769 -1.6578
H -2.2696 0.1649 -1.2464
O -0.1338 -0.8313 1.3973
C -2.0381 0.1506 -0.2537
```

Its spin multiplicity is 1. The value obtained for the highest occupied orbital energy is -9.86 eV. The energy above the lowest of the compared OMol25 structures with the same formula, charge and spin comes out at 216.3 kJ/mol.

=====

(5)
This record from the OMol25 dataset describes a cluster of 2 separate species, C4H6Br2O in total. The level of theory is ωB97M-V with the def2-TZVPD basis set.

Structure (XYZ):
```
13
Properties=species:S:1:pos:R:3
H 2.0019 -0.9903 1.2099
C 0.9741 0.9505 0.1805
C -2.1996 -0.5771 -0.4140
H 2.9848 0.9384 0.0163
H -1.2169 -1.8965 -1.6860
Br -3.8232 0.1504 0.2386
C 2.2692 0.9027 0.8729
H 2.5299 1.7462 1.5211
O 2.4867 -0.2585 1.6153
Br 0.5293 2.6131 -0.4791
C -2.1598 -1.5122 -1.3403
H -3.0503 -1.9277 -1.7816
H -1.3261 -0.1388 0.0463
```

Its spin multiplicity is 1. The value obtained for the highest occupied orbital energy is -9.36 eV. The energy above the lowest of the compared OMol25 structures with the same formula, charge and spin comes out at 405.5 kJ/mol.

=====

(6)
This record from the OMol25 dataset describes the molecule C4H6BrCl at a distorted geometry. The level of theory is ωB97M-V with the def2-TZVPD basis set.

Structure (XYZ):
```
12
Properties=species:S:1:pos:R:3
H -0.5228 2.1617 0.9955
H -0.1973 0.9561 -1.2125
C -0.6466 -1.1365 -0.9832
H -0.1485 -2.0702 -0.7001
H 0.9644 -0.5549 1.2383
H -0.9791 -1.1591 -2.0121
C 0.2212 0.0647 -0.7690
Br 1.9645 -0.3607 -1.5842
H -1.5459 -1.0436 -0.3199
C 0.0294 1.3631 1.4636
Cl 0.4005 1.5381 3.1490
C 0.4603 0.2413 0.7345
```

Its spin multiplicity is 1. The value obtained for the highest occupied orbital energy is -9.39 eV. The energy above the lowest of the compared OMol25 structures with the same formula, charge and spin comes out at 46.1 kJ/mol. The SMILES is C[C@H](Br)/C=C/Cl.

=====

(7)
This record from the OMol25 dataset describes the molecule C4H6BrF at a distorted geometry. The level of theory is ωB97M-V with the def2-TZVPD basis set.

Structure (XYZ):
```
12
Properties=species:S:1:pos:R:3
C -0.6124 0.1747 0.2629
H -0.9305 -1.3661 -1.3140
F 1.5580 3.1495 -0.2399
Br -2.4821 0.7622 0.0046
H 1.0153 2.3616 1.4074
H 0.7024 -1.4146 -0.4974
C -0.4491 -1.2567 -0.3337
C 0.2203 1.1985 -0.2932
H 0.2945 1.4311 -1.4043
H -0.8297 -1.8880 0.3857
C 0.8249 2.2268 0.3881
H -0.3214 0.0552 1.3818
```

Its spin multiplicity is 1. The value obtained for the highest occupied orbital energy is -9.45 eV. The energy above the lowest of the compared OMol25 structures with the same formula, charge and spin comes out at 18.5 kJ/mol. The SMILES is C[C@H](Br)/C=C/F.

=====

(8)
This record from the OMol25 dataset describes the molecule C4H6BrN at a distorted geometry. The level of theory is ωB97M-V with the def2-TZVPD basis set.

Structure (XYZ):
```
12
Properties=species:S:1:pos:R:3
Br -2.7707 -0.0216 0.3886
C 0.9618 1.6136 0.4723
H -0.5104 -2.1226 -1.2076
C -0.3366 -1.7544 -0.2141
C -0.8844 -0.3810 -0.2621
H 1.3968 1.1359 1.2969
H 0.6075 2.5671 0.9140
H 0.7606 -1.5614 -0.1392
N -0.3113 0.3273 -1.4009
H 1.8398 1.8135 -0.1832
H -0.8303 -2.3771 0.6095
C 0.0772 0.7606 -0.2743
```

Its spin multiplicity is 1. The value obtained for the highest occupied orbital energy is -9.32 eV. The energy above the lowest of the compared OMol25 structures with the same formula, charge and spin comes out at 129.7 kJ/mol. The SMILES is CC1=N[C@]1(C)Br.

=====

(9)
This record from the OMol25 dataset describes a cluster of 2 separate species, C4H6BrN3 in total at a distorted geometry. The level of theory is ωB97M-V with the def2-TZVPD basis set.

Structure (XYZ):
```
14
Properties=species:S:1:pos:R:3
C 0.3179 -2.3037 0.8095
H 0.4915 2.5683 1.0125
N -0.7924 -1.6127 0.6309
C 1.2302 -1.9583 -0.2074
C 0.7090 -0.7771 -0.7268
C 0.0753 3.0467 0.1523
H -0.5311 2.5876 -0.5294
H 0.2294 -3.2206 1.3404
N -1.3774 0.3198 -0.6664
H 2.2886 -2.3613 -0.2979
H 0.9215 -0.3080 -1.7166
Br -2.8760 0.6116 0.2229
H -0.1014 4.1352 0.2668
N -0.5852 -0.7275 -0.2908
```

Its spin multiplicity is 1. The value obtained for the highest occupied orbital energy (alpha / beta) is -8.76 / -8.88 eV. The energy above the lowest of the compared OMol25 structures with the same formula, charge and spin comes out at 556.7 kJ/mol.

=====

(10)
This record from the OMol25 dataset describes the molecule C4H6BrN3S at a distorted geometry. The level of theory is ωB97M-V with the def2-TZVPD basis set.

Structure (XYZ):
```
15
Properties=species:S:1:pos:R:3
N -0.2704 -0.1058 -0.0617
H -2.0075 1.4999 -0.2758
S 0.1602 2.5593 0.0005
H 2.2167 -3.2644 -0.1081
N 2.4715 -2.3893 0.2586
H -1.5714 2.0452 1.3199
H 3.4454 -2.3019 0.2779
H -0.0624 -2.1975 -0.0029
C 2.3021 -0.0611 -0.0640
H -2.0495 3.3155 0.0413
N 0.4079 -1.3125 -0.0829
Br 3.9758 0.6590 -0.0150
C 0.4913 0.9262 0.0979
C -1.5369 2.4530 0.2625
C 1.7533 -1.2606 0.0820
```

Its spin multiplicity is 1. The value obtained for the highest occupied orbital energy is -7.65 eV. The energy above the lowest of the compared OMol25 structures with the same formula, charge and spin comes out at 82.3 kJ/mol.

=====

(11)
This record from the OMol25 dataset describes the molecule C4H6BrNO at a distorted geometry. The level of theory is ωB97M-V with the def2-TZVPD basis set.

Structure (XYZ):
```
13
Properties=species:S:1:pos:R:3
H 0.9273 -2.3498 -1.2526
H 0.5570 -0.5532 1.7695
H -2.4647 0.7246 -0.5687
N -0.9081 -0.1193 0.4230
C 1.3877 -0.4736 -0.0370
H -1.2581 1.8413 0.1138
Br 2.9219 0.6369 -0.1798
H 0.4684 1.2129 1.0484
C 0.3579 0.1472 0.9453
C 1.2365 -1.6067 -0.6038
O -1.0438 -1.3152 0.1606
H -0.7523 0.9731 -1.4199
C -1.4298 0.8818 -0.3987
```

Its spin multiplicity is 1. The value obtained for the highest occupied orbital energy (alpha / beta) is -8.39 / -8.26 eV. The energy above the lowest of the compared OMol25 structures with the same formula, charge and spin comes out at 538.1 kJ/mol.

=====

(12)
This record from the OMol25 dataset describes the molecule C4H6BrNO at a distorted geometry. The level of theory is ωB97M-V with the def2-TZVPD basis set.

Structure (XYZ):
```
13
Properties=species:S:1:pos:R:3
H 1.2576 -0.7461 -2.1987
H 0.8154 -0.6869 1.7747
N -0.8451 0.0925 -0.9885
C -2.1946 0.7343 -0.1569
C 0.1783 -0.0823 -0.2988
H -0.6956 0.3521 1.6830
C 0.3661 0.1358 1.1877
Br -3.3195 -0.6883 0.3865
H 1.9236 -1.4916 -0.6452
C 1.3689 -0.5553 -1.1041
O -2.2786 1.9002 0.0560
H 1.1843 0.9294 1.1939
H 2.2392 0.1062 -0.8897
```

Its spin multiplicity is 1. The value obtained for the highest occupied orbital energy is -9.58 eV. The energy above the lowest of the compared OMol25 structures with the same formula, charge and spin comes out at 111.5 kJ/mol. The SMILES is CC(C)=NC(=O)Br.